Record 1
Formula: C46H63CrN4O2S
Source: the Open Molecules 2025 dataset
Level of theory: ωB97M-V/def2-TZVPD

Output
orbital gap (alpha / beta) = 6.66 / 6.76 eV
HOMO level (alpha / beta) = -6.67 / -6.67 eV
spin multiplicity = 4
⟨S²⟩ = 3.774
total charge = 0
LUMO level (alpha / beta) = -0.008 / 0.087 eV

Last column: Löwdin spin population.
Element x y z (Å)
C  -0.286  -3.912  1.899  -0.001
C  -5.967  -3.456  0.221  0.000
C  2.260  1.577  -0.615  0.005
H  -2.686  2.539  3.255  0.000
H  3.566  5.106  -0.205  0.000
H  1.320  -4.212  -1.040  0.000
C  0.979  5.023  0.403  0.001
C  -2.231  1.731  1.344  0.008
C  -3.852  -2.750  -0.578  0.001
C  -1.496  2.876  -2.957  0.003
H  6.179  3.514  0.860  0.000
C  -0.363  -1.820  0.703  0.001
H  1.590  6.379  -1.319  0.000
C  0.316  -4.551  0.828  0.006
Cr  -0.925  0.608  -0.800  2.872
H  -5.557  -1.355  -0.324  0.000
H  -2.575  2.703  -2.863  0.000
H  -0.066  -1.920  -2.366  0.000
H  -3.940  -6.115  -0.148  0.000
C  6.401  2.917  0.002  0.000
H  6.324  1.886  0.049  0.000
H  -2.667  -0.825  1.893  0.000
H  -1.209  1.689  1.507  0.001
C  -3.078  2.344  2.302  0.000
H  -1.120  3.481  -2.100  0.000
H  -2.440  -4.248  -0.982  0.000
C  0.409  1.539  -3.278  0.001
C  -0.607  -2.575  1.887  0.003
H  -0.379  3.853  1.746  0.000
H  -6.253  -5.468  0.556  0.000
H  0.161  6.884  -0.429  0.000
N  -2.641  1.472  0.097  -0.016
H  0.216  5.383  -1.482  0.000
H  2.035  -5.695  2.601  0.000
O  -0.835  -0.551  0.705  0.030
H  -0.798  -0.317  4.598  0.000
H  6.734  5.078  -1.782  0.000
S  -4.561  1.260  -1.853  0.008
H  -3.512  -2.140  2.725  0.000
H  -1.517  -6.522  1.437  0.000
C  1.330  2.544  -0.277  0.003
C  -5.163  -2.412  -0.212  0.000
H  0.779  2.370  -2.644  0.000
H  -1.011  5.431  1.280  0.000
H  -5.786  2.559  0.291  0.000
C  4.058  3.132  -0.822  0.005
C  -5.583  -4.735  0.193  0.000
C  0.628  -6.084  0.916  0.001
H  -0.980  4.174  0.077  0.000
H  1.003  6.391  2.034  0.000
H  -5.073  3.039  2.732  0.000
C  0.702  -1.738  -1.616  0.005
H  2.242  -7.249  1.888  0.000
C  -0.406  4.595  0.889  0.001
H  6.978  3.152  -2.816  0.000
C  0.376  -2.412  -0.343  0.007
C  -1.788  0.733  -3.920  0.000
H  0.721  -0.580  -3.567  0.000
C  -1.577  -3.000  4.190  0.000
H  1.638  -2.022  -2.064  0.000
H  -1.836  -2.522  5.104  0.000
O  0.013  2.145  -0.263  0.040
C  0.742  -3.788  -0.274  -0.001
H  7.499  3.085  -0.257  0.000
C  5.502  3.383  -1.205  0.001
C  3.529  1.868  -0.953  0.000
H  -0.677  -3.473  4.404  0.000
C  -0.466  -6.746  1.807  0.000
H  6.082  1.645  -2.310  0.000
C  1.715  5.854  1.441  0.000
C  -3.393  -4.052  -0.539  0.000
C  1.998  -6.262  1.613  0.000
H  1.442  -0.018  0.412  0.001
H  2.363  6.614  0.883  0.000
C  -3.928  1.699  -0.330  0.002
C  -1.367  -1.974  3.081  0.001
H  2.784  -5.913  1.007  0.000
H  -2.791  0.557  -3.508  0.000
N  -2.235  -0.986  -1.549  0.001
N  0.772  -0.220  -1.552  -0.011
H  5.787  5.362  -0.408  0.000
C  3.189  4.107  -0.318  -0.001
H  -1.912  1.299  -4.867  -0.001
H  2.708  -0.537  -0.534  0.000
H  2.078  0.320  -3.014  0.000
H  -0.164  -0.123  2.906  0.000
H  -1.211  3.318  -3.871  0.000
H  0.436  -1.413  4.004  0.000
H  4.983  5.293  -2.062  0.000
C  -4.781  2.267  0.659  -0.003
H  -0.480  -6.399  2.803  0.000
C  1.802  3.838  -0.077  0.005
C  0.484  -6.664  -0.497  0.000
H  -6.884  -3.205  0.628  0.000
C  -4.262  -5.083  -0.151  0.000
C  1.849  0.141  -0.552  0.006
C  6.031  2.748  -2.471  0.000
C  1.015  0.198  -2.930  0.003
H  0.647  -7.688  -0.340  0.000
C  0.739  6.003  -0.759  0.000
H  -2.285  -3.818  3.976  0.000
H  -0.303  -7.845  1.799  0.000
N  -1.000  1.516  -2.961  -0.003
H  4.133  1.063  -1.281  0.000
H  5.364  2.812  -3.294  0.000
H  0.690  1.840  -4.289  0.000
H  1.301  -6.363  -1.156  0.000
H  -1.312  -0.279  -4.167  0.000
H  -0.511  -4.535  2.738  0.000
C  -2.733  -1.370  2.788  0.001
C  5.736  4.895  -1.416  0.000
H  -0.485  -6.405  -0.856  0.000
C  -2.954  -1.780  -1.175  0.008
H  -2.892  -0.634  3.612  0.000
C  -4.385  2.505  2.006  0.004
H  2.276  5.264  2.126  0.000
C  -0.462  -0.839  3.683  0.001

Record 2
Formula: C46H66NO11P4ReSSi
Source: the Open Molecules 2025 dataset
Level of theory: ωB97M-V/def2-TZVPD

Output
orbital gap (alpha / beta) = 7.71 / 6.95 eV
HOMO level (alpha / beta) = -5.45 / -4.72 eV
spin multiplicity = 4
⟨S²⟩ = 3.763
total charge = -1
LUMO level (alpha / beta) = 2.258 / 2.227 eV

Last column: Löwdin spin population.
Element x y z (Å)
H  0.199  -3.177  -2.050  0.000
H  4.001  0.023  -0.029  0.002
H  1.972  4.602  -0.820  0.000
H  -4.372  -2.631  0.433  0.000
H  -0.838  3.807  -3.819  0.000
C  2.306  2.609  5.053  0.000
Re  0.707  0.050  -0.200  2.530
Si  -2.710  -0.763  0.474  0.014
H  0.649  -1.236  -4.213  0.000
C  -0.964  2.848  1.599  -0.004
C  -1.474  1.148  -4.729  0.000
H  -1.587  2.222  -4.613  0.000
C  -4.737  2.622  -0.598  -0.001
H  3.178  -7.871  0.953  0.000
C  -4.437  -1.546  0.481  0.000
C  -4.079  3.250  -1.641  0.000
H  -2.959  -1.250  -3.479  0.000
H  2.229  2.729  1.247  0.002
H  -3.298  0.699  -5.740  0.000
C  3.050  -1.223  -1.462  0.010
C  -4.191  1.478  -0.043  0.001
H  2.252  2.139  -2.610  0.000
H  0.771  5.558  -4.276  0.000
H  1.620  0.706  3.411  0.000
H  3.492  3.911  -1.385  0.000
O  3.735  -1.877  -2.225  0.011
H  2.362  3.553  5.604  0.000
N  2.273  -0.863  0.829  0.059
H  2.764  -7.978  2.666  0.000
O  1.908  -0.675  -1.785  0.052
H  -2.562  -3.915  3.183  0.000
H  2.446  -5.837  -0.020  0.000
H  0.201  2.483  4.618  0.000
C  -2.783  -1.027  -4.531  0.000
O  -0.454  -4.140  1.919  0.000
C  -0.052  3.960  1.070  0.001
C  2.441  4.059  -1.648  0.004
C  -2.873  2.731  -2.078  -0.001
C  0.854  5.006  -3.335  0.001
P  -1.553  -3.307  1.447  0.003
H  -1.012  1.007  -5.711  0.000
C  -0.911  5.083  0.485  0.000
H  -4.352  -0.142  5.240  0.000
H  4.563  2.846  2.439  0.000
C  -3.494  -0.020  4.590  0.000
H  -0.869  5.216  3.330  0.000
C  3.403  -7.471  1.941  0.000
C  2.449  -3.930  0.944  0.000
H  -5.057  -1.302  1.339  0.000
O  -0.238  -3.095  -1.196  0.014
C  3.584  2.904  2.917  0.001
H  -1.636  2.592  0.778  0.000
C  3.638  2.337  4.332  0.000
C  3.462  -5.266  3.151  0.000
P  -1.844  -3.098  -1.316  0.003
C  2.746  -3.237  2.100  0.004
O  -2.803  -3.348  2.446  0.001
H  -1.379  -2.636  -4.810  0.000
C  -0.466  0.562  -3.723  0.002
H  -4.717  1.001  0.776  0.000
C  3.180  -5.983  1.987  0.000
H  3.315  3.965  2.959  0.000
H  -0.531  -1.440  -2.950  0.002
C  -1.809  4.904  2.867  0.000
C  1.351  1.655  2.946  0.000
O  -2.213  -3.852  0.061  0.001
H  3.480  -3.339  4.107  0.000
H  1.039  3.676  3.655  0.000
H  -0.173  0.511  4.674  0.000
O  3.667  -0.984  2.918  0.001
C  -1.356  0.411  2.891  0.017
O  1.231  -1.317  3.032  0.003
H  0.312  5.579  -2.575  0.000
H  0.613  3.554  0.311  0.001
C  -1.395  -1.549  -4.888  0.000
H  4.439  -7.719  2.183  0.000
H  3.043  1.230  1.676  0.003
H  -2.965  5.400  1.126  0.000
C  -3.657  -0.083  3.208  0.000
H  -1.867  6.670  1.638  0.000
H  -0.214  3.486  -1.418  0.000
C  3.481  -0.944  -0.026  0.008
H  -2.607  5.236  3.536  0.000
C  2.560  2.116  2.086  0.007
P  -0.078  1.208  1.843  0.038
H  -5.669  3.022  -0.215  0.000
H  2.017  -3.426  0.091  0.000
C  -1.958  5.590  1.508  0.000
H  -2.069  0.084  6.192  0.000
H  2.879  4.394  -3.726  0.000
C  -2.598  0.043  2.310  0.001
H  0.586  4.354  1.862  0.000
H  2.125  1.821  5.788  0.000
H  -1.430  4.690  -0.393  0.000
H  -0.276  5.905  0.143  0.000
C  -2.305  1.585  -1.513  -0.001
H  -4.482  4.146  -2.096  0.000
H  -2.883  3.064  2.563  0.000
C  0.260  2.855  -2.170  0.015
H  3.849  -5.790  4.018  0.000
C  -1.163  0.363  4.263  0.002
C  3.251  -3.902  3.211  0.001
C  2.318  4.885  -2.924  0.002
H  -4.651  -0.294  2.836  0.000
C  -1.854  3.378  2.753  -0.001
H  0.691  3.083  -4.289  0.000
C  -2.229  0.129  5.122  0.001
H  -3.517  0.943  -4.017  0.000
O  -2.336  -3.808  -2.497  0.001
H  -1.584  2.943  3.712  0.000
H  1.878  2.115  -0.899  0.026
O  -2.300  -1.618  -1.141  0.014
H  -3.557  -1.546  -5.099  0.000
C  -0.365  -0.973  -3.910  0.002
S  2.456  -1.494  2.293  0.017
H  -4.942  -1.208  -0.426  0.000
H  -2.353  3.251  -2.866  0.000
H  2.755  5.876  -2.783  0.000
H  4.469  2.763  4.897  0.000
C  -2.861  0.488  -4.759  0.000
C  1.754  2.705  -1.814  0.038
C  2.680  -5.297  0.889  0.000
P  -0.567  1.171  -1.943  0.041
O  -1.340  -1.805  1.091  0.046
C  -2.986  0.910  -0.481  0.005
H  -1.143  -1.285  -5.921  0.000
H  0.513  0.979  -3.977  0.000
C  1.122  2.672  4.072  -0.001
C  0.184  3.636  -3.492  0.002
H  4.199  -1.691  0.304  0.000
H  3.810  1.260  4.261  0.000

Record 3
Formula: C46H67Br2N6O9P2SSiSr
Source: the Open Molecules 2025 dataset
Level of theory: ωB97M-V/def2-TZVPD

Output
orbital gap = 7.15 eV
HOMO level = -5.42 eV
spin multiplicity = 1
total charge = -1
LUMO level = 1.735 eV

Last column: Löwdin charge in e.
Element x y z (Å)
H  -1.396  0.676  2.644  -0.009
Sr  -0.316  -0.626  -0.571  1.269
H  6.966  1.453  1.710  0.088
H  -0.923  3.565  -0.417  0.047
H  -3.791  -5.291  0.281  0.140
C  -0.599  -3.401  6.259  -0.089
H  -1.934  -3.627  -3.083  0.126
H  -2.840  -3.060  0.372  0.062
H  -3.581  -1.902  -3.443  0.082
H  -2.448  4.792  2.927  0.088
C  2.496  2.336  4.042  -0.035
H  -2.829  -5.746  5.280  0.098
C  -0.918  1.937  -4.548  -0.190
H  2.161  -5.198  -2.001  0.129
H  -3.669  1.451  2.542  0.057
H  2.460  1.781  -4.870  0.106
P  -1.749  -1.708  2.669  0.949
C  -4.334  -2.560  -3.009  -0.317
H  -1.504  0.094  4.325  0.050
C  -5.518  -3.661  -0.794  -0.332
H  1.460  3.591  -1.780  0.070
C  -4.997  -4.897  -2.803  -0.179
C  5.260  -0.651  2.268  -0.032
H  4.103  4.546  -3.190  0.088
C  -1.971  3.297  -0.571  0.007
C  -1.103  -0.120  3.331  -0.305
C  3.518  3.926  -1.198  -0.643
H  -2.028  2.686  -1.467  0.067
C  4.345  4.975  -0.462  -0.029
C  -1.593  -2.789  4.139  -0.378
O  3.131  3.396  1.950  -0.170
H  1.734  1.701  3.584  0.052
C  0.371  2.171  -5.076  -0.027
H  0.916  4.585  4.160  0.084
H  3.376  4.788  4.951  0.083
H  5.266  0.886  -0.822  0.072
N  -2.838  3.159  1.709  -0.138
H  2.143  0.473  -2.770  0.126
N  -3.993  -3.966  -3.305  -0.137
C  -0.712  -2.525  5.184  -0.092
C  -2.340  -3.969  4.188  -0.111
H  -5.975  -4.607  -3.187  0.128
H  4.841  -0.785  -0.417  0.091
H  4.305  5.929  -0.996  0.086
C  1.305  4.361  3.162  -0.046
C  4.128  3.652  -2.563  -0.026
H  5.735  2.556  1.069  0.073
C  -2.615  4.584  1.870  -0.055
H  -1.980  -2.470  -1.033  0.029
C  2.644  3.640  3.265  -0.662
Br  -2.079  3.653  -6.570  0.736
H  2.019  5.270  -1.978  0.088
C  -2.290  0.660  -2.854  -0.476
O  3.578  -6.011  -3.829  -0.047
H  2.208  2.546  5.075  0.087
H  4.620  -1.486  1.980  0.089
H  0.476  2.791  -5.956  0.078
H  5.165  3.330  -2.451  0.088
Si  2.839  2.157  0.883  -0.163
H  -3.494  -6.314  -1.143  0.144
P  -4.460  -2.177  -1.199  1.026
C  -2.872  -2.999  -0.718  -0.284
C  -2.707  -4.336  -2.789  -0.097
C  -3.307  2.228  -4.462  -0.189
C  5.446  0.073  -0.117  -0.023
C  2.071  4.383  -1.341  -0.042
H  0.093  -3.177  7.060  0.100
C  2.094  -4.192  -3.884  -0.093
H  -1.728  4.907  1.332  0.080
H  -4.215  2.681  -4.835  0.088
H  1.645  4.628  -0.365  0.072
C  -3.783  -5.318  -0.808  -0.125
H  0.067  -1.539  -4.474  0.103
H  -3.777  -0.640  1.915  0.013
O  0.414  -2.675  0.166  -0.241
C  1.285  0.864  -3.307  -0.137
H  6.499  -0.213  -0.164  0.086
N  0.209  -2.505  -2.659  0.045
H  -3.835  -0.855  3.689  0.047
C  3.128  -5.115  -4.567  -0.698
C  -1.364  -4.555  6.305  -0.101
H  3.797  5.459  3.362  0.082
H  -1.276  -5.235  7.143  0.097
H  -2.568  4.198  -0.712  0.088
H  -2.434  -5.337  -3.124  0.148
H  3.440  1.789  4.044  0.079
H  0.584  3.738  2.628  0.035
O  -0.292  -4.747  -0.295  -0.007
C  -2.237  -4.839  5.262  -0.095
H  -1.759  -4.706  -0.941  0.104
H  -3.008  -4.216  3.370  0.089
C  -3.431  2.467  2.833  -0.046
C  -1.011  1.080  -3.431  -0.153
O  -2.315  -0.244  -1.955  -0.284
C  1.724  -4.382  -2.561  0.058
H  -4.348  2.978  3.138  0.092
H  -6.517  -3.459  -1.187  0.083
C  0.792  -3.524  -2.009  -0.211
O  3.443  -4.770  -5.722  -0.051
C  1.483  -3.154  -4.582  0.002
H  -3.470  5.179  1.535  0.091
C  0.560  -2.348  -3.945  -0.138
O  3.675  0.808  1.332  -0.161
H  3.969  5.115  0.550  0.070
H  -5.621  -3.748  0.291  0.080
C  0.292  -3.679  -0.587  -0.624
C  5.071  0.504  1.296  -0.648
H  -4.756  -5.895  -3.176  0.129
C  5.903  1.706  1.731  -0.027
H  -0.099  -1.633  5.165  0.092
C  -3.553  -1.319  2.740  -0.287
H  -5.289  -2.324  -3.481  0.085
H  3.577  2.857  -3.064  0.060
H  6.299  -0.989  2.273  0.085
O  3.586  2.682  -0.496  -0.157
H  4.987  -0.341  3.279  0.079
N  -5.066  -4.955  -1.339  -0.146
H  5.637  2.007  2.747  0.075
N  -2.710  -4.385  -1.271  -0.071
H  5.388  4.657  -0.403  0.085
H  1.755  -3.006  -5.618  0.112
H  -2.748  2.441  3.687  0.090
Br  -5.100  1.073  -2.608  0.741
N  0.101  0.600  -2.809  0.014
C  3.679  4.535  3.932  -0.032
C  -3.387  1.340  -3.373  -0.609
H  -0.013  -0.113  3.359  0.026
C  -2.115  2.502  -5.059  -0.641
C  -2.456  2.473  0.596  -0.514
H  4.645  4.029  3.968  0.079
H  1.430  5.300  2.618  0.086
H  -4.147  -2.226  2.607  0.020
O  -2.520  1.249  0.536  -0.041
C  1.465  1.624  -4.475  -0.046
S  0.849  1.692  0.759  0.337